The following is a DFT calculation (ωB97M-V/def2-TZVPD) of C31H39ClN6OTi as an isolated structure.

ΔE to the lowest compared entry with this formula, charge and spin: 14.8 kcal/mol
HOMO level: -0.255 Eh
Energy: -79407.163 eV
Charge: 0

Last column: Mulliken charge in e.
Element x y z (Å)
Ti (-0.046, 0.282, 0.017)  -1.77
C (1.321, -0.972, -3.854)  -1.47
C (2.477, -0.338, -3.082)  -0.17
C (2.093, 0.912, -2.276)  -1.65
N (1.835, 0.685, -0.852)  0.75
C (2.883, 0.655, -0.032)  1.45
C (4.214, 0.641, -0.487)  -1.15
C (5.420, 0.549, 0.193)  -0.81
C (5.700, 0.522, 1.546)  -0.80
C (4.760, 0.660, 2.558)  -0.64
C (3.391, 0.812, 2.493)  -0.63
C (2.493, 0.788, 1.402)  0.84
N (1.193, 0.895, 1.547)  0.95
C (0.531, 1.591, 2.639)  -1.23
C (0.352, 3.036, 2.175)  -0.97
C (-0.736, 3.190, 1.121)  -1.06
N (-0.577, 2.356, -0.068)  0.56
C (-1.425, 2.595, -1.064)  0.53
C (-2.462, 3.545, -1.005)  -0.89
C (-3.277, 4.100, -1.985)  -0.62
C (-3.249, 3.954, -3.356)  -0.51
C (-2.417, 3.068, -4.033)  -0.74
C (-1.603, 2.076, -3.539)  -0.42
C (-1.336, 1.651, -2.206)  1.27
N (-0.867, 0.456, -1.919)  1.18
C (-1.036, -0.686, -2.821)  -1.02
C (0.192, -1.562, -2.996)  0.53
H (0.904, -0.233, -4.550)  0.28
H (1.736, -1.762, -4.485)  0.45
H (2.905, -1.082, -2.406)  0.27
H (3.264, -0.070, -3.795)  0.42
H (2.861, 1.684, -2.366)  0.93
H (1.194, 1.350, -2.701)  0.22
H (4.321, 0.635, -1.562)  0.29
H (6.284, 0.487, -0.462)  0.35
H (6.737, 0.422, 1.840)  0.36
H (5.154, 0.659, 3.570)  0.37
H (2.908, 0.929, 3.453)  0.18
H (-0.452, 1.143, 2.800)  0.43
H (1.080, 1.522, 3.576)  0.57
H (0.072, 3.667, 3.023)  0.49
H (1.309, 3.406, 1.800)  0.30
H (-1.702, 2.955, 1.588)  0.54
H (-0.782, 4.241, 0.820)  0.53
H (-2.668, 3.910, -0.010)  0.32
H (-4.013, 4.797, -1.597)  0.33
H (-3.911, 4.575, -3.946)  0.34
H (-2.440, 3.129, -5.118)  0.37
H (-1.102, 1.482, -4.292)  0.20
H (-1.824, -1.298, -2.379)  -0.28
H (-1.400, -0.364, -3.793)  0.49
H (0.584, -1.877, -2.028)  -0.49
H (-0.170, -2.483, -3.460)  0.69
N (3.375, -3.069, 1.224)  -0.41
C (2.231, -2.534, 0.717)  0.46
O (2.065, -2.410, -0.487)  -0.52
C (1.187, -2.150, 1.741)  -1.22
C (-0.077, -1.516, 1.196)  -0.51
H (4.138, -3.248, 0.596)  0.26
H (3.548, -3.066, 2.212)  0.19
H (1.680, -1.486, 2.458)  0.34
H (0.956, -3.059, 2.311)  0.70
H (-0.775, -1.337, 2.006)  0.82
H (-0.598, -2.168, 0.483)  0.04
C (-5.107, -6.156, -1.969)  -1.41
C (-4.060, -5.146, -1.598)  1.14
C (-4.388, -3.842, -1.250)  -0.93
C (-3.381, -2.948, -0.911)  -0.11
N (-2.089, -3.268, -0.899)  -0.16
C (-1.774, -4.521, -1.229)  -0.38
C (-2.708, -5.480, -1.582)  -0.83
H (-6.106, -5.719, -1.955)  0.34
H (-5.098, -6.997, -1.272)  0.33
H (-4.927, -6.558, -2.968)  0.33
H (-5.422, -3.516, -1.232)  0.32
H (-3.619, -1.929, -0.623)  0.39
H (-0.717, -4.773, -1.213)  0.46
H (-2.377, -6.480, -1.839)  0.38
Cl (-2.395, 0.214, 0.788)  -0.48